1.
C2H3Pb as an isolated structure. Source: OMol25; level of theory: ωB97M-V/def2-TZVPD.

The geometry in XYZ format:
```
6
Properties=species:S:1:pos:R:3:forces:R:3:mulliken_spin:R:1
C -0.854026 0.664761 0.006000 -1.54 0.54 -0.39 0.485
H -1.680436 1.384764 0.048339 0.41 -0.16 -0.15 0.028
C -0.671985 -0.610929 -0.056469 0.63 -1.19 0.00 -0.055
H -1.258795 -1.536794 -0.096008 0.06 0.57 -0.01 0.027
H 3.068719 -0.241528 -0.065655 0.85 -0.90 -0.91 0.333
Pb 1.396521 0.339728 0.163792 -0.41 1.14 1.46 0.182
```
Forces are in eV/Å.

Calculated values
2S+1: 2
HOMO (alpha / beta): -6.9 / -7.7 eV
Kohn-Sham gap (alpha / beta): 0.2352 / 0.2591 hartree
max |F|: 1.9 eV/Å


2.
A 7-piece molecular cluster, C53H76Cl5F18O16PS2 overall. Source: OMol25; level of theory: ωB97M-V/def2-TZVPD.

The geometry in XYZ format:
```
171
Properties=species:S:1:pos:R:3:forces:R:3:lowdin_charge:R:1
C -4.559727 -3.650046 -6.626750 0.74 -0.48 -0.01 0.079
C -3.775585 -2.718100 -6.622595 1.83 -0.71 0.65 -0.113
C -2.486672 -1.797965 -6.529509 -2.06 0.18 -0.90 -0.084
C -2.375681 -1.058030 -5.061259 -0.71 -1.79 -1.69 -0.335
O -3.717794 -1.277127 -4.646470 1.19 0.53 0.78 -0.200
C -4.025895 -1.807941 -3.383724 -2.52 -0.23 2.08 -0.228
C -5.638363 -1.962720 -3.325865 0.55 -0.46 0.49 -0.192
C -6.363203 -0.863204 -2.444837 -1.06 0.01 -1.59 -0.143
C -1.221700 -1.876738 -4.311545 0.51 0.34 -0.42 -0.286
P -1.358594 -3.769357 -4.384544 1.12 -1.01 -0.17 0.485
S 0.415715 -4.640621 -4.497282 -0.33 0.40 0.33 0.164
C -0.711192 -1.374391 -2.871873 0.70 -2.13 0.39 -0.408
C 0.867407 -1.309210 -2.912336 0.93 0.77 -1.34 -0.141
C 1.685172 -0.687374 -1.720055 0.66 -0.61 0.36 -0.156
C 1.049489 0.327644 -0.700080 2.35 0.87 1.44 -0.298
C 1.692813 0.017900 0.758253 -0.72 0.48 0.53 -0.104
C 1.610513 1.806434 -1.038253 -0.73 0.45 0.38 -0.170
C 0.520111 2.933828 -0.681574 1.15 1.59 0.83 -0.164
C 0.929397 3.511256 0.755345 -0.54 -0.17 1.16 -0.108
C 0.060114 3.618774 1.836071 0.00 0.64 -0.98 -0.313
C -1.328097 4.372471 1.562539 0.71 -1.98 -0.29 -0.080
C 0.336350 3.084037 3.293416 -0.41 0.88 0.17 -0.081
C -1.123389 -2.270228 -1.619833 -0.33 0.81 1.08 -0.144
C -0.199616 -3.446884 -1.146505 -1.14 -2.18 0.53 -0.622
C -1.129307 -4.735642 -0.834325 0.87 0.11 0.66 -0.156
Cl 0.614503 -3.163949 0.501423 -0.42 0.35 -1.03 0.644
O -1.388350 -0.114484 -2.613631 0.83 0.56 -1.50 -0.200
S -1.133108 1.073601 -3.689210 1.45 6.75 2.89 0.727
O -1.726239 2.286697 -3.060435 -1.38 -3.22 -1.14 -0.332
O 0.239016 1.575301 -3.877497 -0.70 -3.39 -0.88 -0.317
C -2.018707 0.544287 -5.280629 1.03 -1.33 1.10 -0.279
C -0.986077 0.642942 -6.463539 0.78 0.99 -3.24 -0.524
Cl 0.796654 0.210272 -6.372720 -1.87 0.00 0.91 0.675
C -1.270542 1.018744 -7.780208 -0.61 -0.61 1.41 -0.644
C -2.688097 1.342964 -8.336878 0.77 0.22 -1.76 -0.112
Cl 0.021783 1.130894 -9.063600 -1.66 -0.04 1.41 0.601
C -3.298302 1.460427 -5.329591 -1.87 0.30 -0.51 -0.523
Cl -4.411743 1.430500 -3.847289 0.88 -1.33 -0.71 0.688
C -3.164745 3.016346 -5.686830 -0.01 1.17 -0.37 -0.635
C -1.759779 3.661554 -5.950090 0.59 0.47 -0.90 -0.129
Cl -3.960982 4.139670 -4.427454 0.47 -0.21 -0.94 0.532
H -5.043783 -4.659737 -6.604126 0.36 1.90 -0.15 0.063
H -1.547900 -2.345906 -6.810370 -1.01 0.38 0.18 0.122
H -2.725206 -1.083778 -7.361679 0.78 -0.34 0.95 0.087
H -3.677893 -2.850291 -3.125394 0.33 1.06 -0.94 0.088
H -3.752403 -1.124243 -2.524743 0.05 -0.60 -1.05 0.113
H -5.907849 -2.971581 -2.865401 0.64 1.15 -0.58 0.107
H -6.000422 -2.026136 -4.397032 0.28 0.36 1.25 0.110
H -7.355782 -1.302097 -2.101311 1.35 0.63 -0.04 0.079
H -6.661865 -0.020422 -3.151052 0.50 -0.79 1.18 0.042
H -5.751690 -0.453862 -1.595524 -0.63 -0.59 -0.82 0.076
H -0.311750 -1.752086 -4.994692 -1.18 -0.18 0.77 0.078
H -1.992633 -4.268924 -5.551554 -0.51 0.83 0.57 -0.016
H -2.127461 -4.301110 -3.288054 0.14 0.72 -0.70 -0.014
H 1.319914 -2.334059 -3.124289 -1.15 1.09 0.30 0.089
H 1.168180 -0.738272 -3.853775 -0.65 -0.56 1.23 0.076
H 2.160087 -1.541082 -1.131840 -0.86 0.97 -0.70 0.084
H 2.589217 -0.162561 -2.179330 -1.22 -0.65 0.49 0.129
H -0.056130 0.303372 -0.526437 0.98 0.11 -0.76 0.114
H 0.951724 -0.543424 1.415002 1.18 0.34 -0.92 0.044
H 1.892759 0.980612 1.334612 -0.29 -1.10 -0.87 0.065
H 2.682561 -0.519627 0.672109 -1.16 0.41 0.12 0.076
H 2.502475 2.050168 -0.371442 -1.01 -0.67 -0.87 0.101
H 2.008185 1.892470 -2.089356 -0.92 -0.08 0.93 0.094
H 0.606121 3.799752 -1.402830 -0.43 -1.18 0.30 0.110
H -0.524278 2.515411 -0.610444 1.15 0.62 -0.36 0.102
H 2.009762 3.816107 0.944728 -0.95 -1.65 -0.23 0.115
H -1.310905 4.761927 0.499252 -0.21 -0.54 1.28 0.077
H -2.138956 3.599499 1.708992 0.26 1.27 -0.12 0.071
H -1.427108 5.249996 2.260517 0.10 -1.05 -0.53 0.078
H -0.639504 3.142169 3.878943 1.15 0.02 -0.72 0.074
H 0.643412 1.993902 3.317979 -0.17 1.34 -0.32 0.060
H 1.086810 3.690496 3.880504 -0.60 -0.64 -0.63 0.077
H -2.180315 -2.678449 -1.659969 1.29 0.62 -0.34 0.089
H -1.163625 -1.541731 -0.739994 0.10 -0.84 -1.20 0.128
H 0.603776 -3.826689 -1.818984 -0.65 0.85 0.42 0.049
H -0.602463 -5.347305 -0.037969 -0.65 0.64 -1.06 0.060
H -1.239825 -5.413342 -1.727249 -0.12 0.89 0.77 0.055
H -2.106403 -4.402232 -0.375444 0.93 -0.44 -0.72 0.086
H -2.659511 1.189567 -9.468378 0.14 0.16 1.47 0.089
H -3.532708 0.679239 -8.015065 0.93 0.85 0.18 0.082
H -2.874745 2.448879 -8.224783 -0.14 -1.28 0.08 0.076
H -4.009539 0.987894 -6.081437 1.20 0.62 0.89 0.106
H -3.821398 3.215302 -6.593042 0.83 -0.42 1.25 0.092
H -1.772229 4.738540 -5.606780 -0.04 -1.36 -0.34 0.075
H -0.861428 3.168872 -5.491351 -1.11 0.35 -0.20 0.071
H -1.559711 3.701057 -7.072478 -0.23 -0.13 1.36 0.082
C 0.876541 0.928967 7.639314 -0.22 -0.11 -0.39 -0.041
C 2.203287 0.194611 7.649602 -0.89 0.71 0.16 -0.208
O 2.151133 -0.958141 6.789402 0.20 -0.50 -0.82 0.045
C 2.358473 -0.727717 5.485629 0.06 1.10 1.22 -0.370
O 2.574391 0.351557 5.009408 -0.07 -0.67 -0.38 0.170
C 2.326081 -2.041191 4.703395 -0.47 -1.19 -0.90 -0.495
F 1.306146 -2.839081 5.070303 0.22 0.50 0.10 0.167
F 3.454392 -2.759761 4.889172 -0.09 0.57 0.46 0.148
F 2.197905 -1.843424 3.373691 -0.45 1.02 1.24 0.106
H 0.060278 0.250329 7.898358 0.09 0.04 0.12 0.085
H 0.888998 1.755672 8.351854 0.05 -0.07 -0.02 0.086
H 0.655602 1.329718 6.647570 0.08 0.08 0.07 0.073
H 2.406908 -0.171499 8.647247 -0.32 -0.33 -0.36 0.099
H 3.024410 0.849358 7.370760 -0.32 -0.12 -0.41 0.118
C 8.487995 -1.698928 8.807754 -0.31 -0.16 -0.11 -0.060
C 8.249022 -0.549334 9.765733 0.76 -0.30 -0.08 -0.201
O 6.921005 -0.022158 9.605477 -0.89 0.13 0.28 0.027
C 5.945336 -0.679851 10.248913 1.60 -0.34 0.03 -0.376
O 6.111766 -1.654529 10.926636 -0.66 0.36 -0.16 0.174
C 4.602759 0.018766 10.030149 -1.29 0.74 -0.24 -0.495
F 4.414274 0.382619 8.740129 1.48 -0.26 1.02 0.112
F 4.498791 1.143534 10.763954 0.40 -0.38 -0.09 0.168
F 3.558744 -0.755321 10.368265 0.71 -0.09 0.08 0.157
H 8.282264 -1.390800 7.780161 0.13 0.07 0.07 0.085
H 9.520527 -2.045878 8.872846 -0.05 0.07 0.02 0.085
H 7.825945 -2.538646 9.028049 0.10 0.03 0.09 0.078
H 8.937530 0.266198 9.540293 -0.33 0.13 -0.03 0.126
H 8.427484 -0.844844 10.801685 -0.28 -0.01 -0.06 0.126
C 3.762135 -3.556907 2.020758 0.25 -0.26 -0.38 -0.071
C 4.910760 -4.492804 2.335441 -0.54 0.34 0.55 -0.184
O 5.495282 -5.009610 1.125877 0.77 -0.08 -0.66 0.030
C 6.389559 -4.216713 0.520777 -0.82 0.26 1.44 -0.380
O 6.718180 -3.132567 0.915536 0.27 -0.36 -0.63 0.168
C 6.962682 -4.910896 -0.715181 0.36 -0.63 -1.55 -0.515
F 6.013692 -5.510323 -1.458376 0.06 0.27 0.50 0.161
F 7.852437 -5.871816 -0.379238 -0.51 0.19 0.29 0.136
F 7.604485 -4.061965 -1.533889 -0.27 0.02 0.61 0.158
H 3.028355 -4.052293 1.381786 0.07 -0.07 0.11 0.044
H 3.272258 -3.232045 2.932219 0.58 -0.69 -0.78 0.038
H 4.110341 -2.673536 1.480316 0.02 0.01 0.13 0.087
H 4.540491 -5.353187 2.895142 0.15 -0.14 -0.29 0.129
H 5.667410 -4.006781 2.955418 0.09 -0.01 -0.27 0.127
C 10.541178 -4.471487 0.130081 0.16 0.37 0.19 -0.052
C 11.493610 -5.543004 0.619814 -0.63 -0.17 -0.48 -0.193
O 12.637311 -4.953053 1.261248 0.49 0.18 0.76 0.026
C 12.474278 -4.599073 2.544641 -1.05 -0.71 -0.95 -0.381
O 11.458367 -4.739672 3.166718 0.64 0.29 0.22 0.167
C 13.779322 -4.035917 3.109205 1.40 0.80 0.63 -0.519
F 14.376417 -3.174958 2.262307 -0.44 -0.32 0.02 0.156
F 14.674084 -5.013165 3.360441 -0.52 -0.02 -0.20 0.157
F 13.596166 -3.373996 4.262548 -0.37 -0.37 -0.43 0.159
H 11.062116 -3.761402 -0.516554 0.01 -0.13 -0.03 0.091
H 9.719109 -4.913541 -0.424134 0.25 0.02 0.02 0.050
H 10.128954 -3.899834 0.964491 -0.05 -0.12 -0.01 0.085
H 11.872122 -6.114047 -0.229233 0.28 0.14 0.16 0.127
H 10.995396 -6.249736 1.286915 0.14 0.19 0.15 0.127
C -8.901104 3.649092 -3.400157 -0.10 -0.30 -0.10 -0.052
C -9.550032 4.189957 -2.141563 0.71 0.32 -0.32 -0.205
O -10.773170 3.486612 -1.863211 -0.53 -0.60 0.48 0.029
C -10.645007 2.315774 -1.222032 1.17 1.06 -0.38 -0.379
O -9.599940 1.835301 -0.881855 -0.69 -0.29 0.06 0.169
C -12.021502 1.707954 -0.948542 -1.49 -0.78 0.21 -0.518
F -12.839029 1.784745 -2.017272 0.49 0.14 0.14 0.154
F -12.650517 2.338184 0.064216 0.49 0.08 -0.23 0.157
F -11.951991 0.410245 -0.612057 0.42 0.50 -0.14 0.158
H -9.602740 3.680320 -4.237349 0.04 0.13 0.04 0.083
H -8.015764 4.232792 -3.658360 -0.06 -0.01 0.06 0.077
H -8.603346 2.606241 -3.272053 0.08 0.09 0.08 0.074
H -9.815512 5.238168 -2.287836 -0.31 -0.16 0.10 0.129
H -8.871574 4.146432 -1.288557 -0.22 -0.19 0.00 0.100
C -7.467531 7.215490 3.341405 0.16 -0.31 -0.08 -0.061
C -7.848168 8.035109 2.124967 -0.32 0.19 0.71 -0.202
O -7.013352 7.698585 1.004456 0.12 -0.40 -0.80 0.029
C -7.374050 6.611402 0.308277 -0.73 0.60 1.19 -0.369
O -8.325527 5.924835 0.566520 0.58 -0.04 -0.61 0.161
C -6.425985 6.407866 -0.879713 1.33 -0.36 -1.29 -0.510
F -5.134693 6.574731 -0.541127 -0.55 0.02 0.30 0.163
F -6.675401 7.285734 -1.872980 -0.34 -0.07 0.50 0.158
F -6.519850 5.180732 -1.421693 -0.40 0.38 0.55 0.153
H -6.404162 7.330177 3.563462 -0.09 0.13 0.02 0.085
H -8.046433 7.527599 4.212274 0.02 0.02 -0.08 0.083
H -7.645205 6.151968 3.170435 -0.11 0.09 0.01 0.078
H -7.684087 9.094093 2.329148 0.20 -0.08 -0.28 0.126
H -8.903933 7.915154 1.873105 0.16 -0.17 -0.15 0.126
```
Forces are in eV/Å.

Calculated values
SMILES: C#CC[C@@]1(OCCC)[C@H]([PH2]=S)[C@](CC[C@@H](C)CCC=C(C)C)(C[C@H](C)Cl)OS(=O)(=O)[C@]1(/C(Cl)=C(\C)Cl)[C@@H](Cl)[C@H](C)Cl.CCOC(=O)C(F)(F)F.CCOC(=O)C(F)(F)F.CCOC(=O)C(F)(F)F.CCOC(=O)C(F)(F)F.CCOC(=O)C(F)(F)F.CCOC(=O)C(F)(F)F
HOMO: -7.3 eV
relative energy (zero: lowest compared OMol25 entry of this formula, charge and spin): 407.4 kJ/mol
Kohn-Sham gap: 0.2583 hartree
max |F|: 7.5 eV/Å